Record 1
{
  "formula": "C12H32O12S4",
  "method": "ωB97M-V/def2-TZVPD",
  "relative_energy_kj_mol": 8.82,
  "homo_lumo_gap_ev": 11.058,
  "e_lumo_ev": 0.1,
  "e_tot_ha": -2971.99835,
  "species": ["O", "S", "O", "O", "C", "C", "C", "H", "H", "H", "H", "H", "H", "H", "H", "O", "S", "O", "O", "C", "C", "C", "H", "H", "H", "H", "H", "H", "H", "H", "O", "S", "O", "O", "C", "C", "C", "H", "H", "H", "H", "H", "H", "H", "H", "O", "S", "O", "O", "C", "C", "C", "H", "H", "H", "H", "H", "H", "H", "H"],
  "positions_angstrom": [[-10.846, 3.561, -4.226], [-10.252, 3.617, -5.511], [-9.415, 4.714, -5.883], [-9.500, 2.270, -5.723], [-8.271, 2.240, -6.520], [-8.312, 0.983, -7.381], [-11.469, 3.538, -6.776], [-7.453, 2.243, -5.806], [-8.234, 3.114, -7.164], [-8.755, 0.119, -6.894], [-7.321, 0.735, -7.761], [-8.908, 1.182, -8.279], [-12.106, 4.411, -6.679], [-12.022, 2.610, -6.650], [-10.920, 3.526, -7.713], [-6.807, 8.071, -2.452], [-5.953, 7.379, -3.331], [-4.861, 8.035, -3.944], [-5.422, 6.123, -2.538], [-4.227, 5.484, -2.996], [-4.561, 4.103, -3.508], [-6.908, 6.594, -4.563], [-3.506, 5.411, -2.181], [-3.750, 6.065, -3.784], [-5.121, 3.560, -2.745], [-3.690, 3.476, -3.706], [-5.190, 4.123, -4.399], [-6.371, 5.750, -4.992], [-7.123, 7.295, -5.366], [-7.832, 6.226, -4.123], [-7.822, 1.572, -2.951], [-8.202, 1.704, -1.582], [-8.677, 0.576, -0.858], [-6.960, 2.295, -0.760], [-6.285, 1.384, 0.151], [-5.088, 2.108, 0.683], [-9.280, 3.082, -1.340], [-6.009, 0.465, -0.367], [-6.981, 1.133, 0.951], [-4.381, 2.331, -0.114], [-4.547, 1.519, 1.424], [-5.396, 3.051, 1.138], [-9.720, 2.973, -0.356], [-10.059, 2.989, -2.097], [-8.700, 3.980, -1.520], [-11.782, 5.771, -1.891], [-12.869, 6.381, -2.571], [-13.863, 7.125, -1.885], [-12.286, 7.371, -3.674], [-10.945, 7.162, -4.174], [-10.505, 8.486, -4.746], [-13.657, 5.155, -3.566], [-10.967, 6.409, -4.964], [-10.282, 6.822, -3.382], [-11.310, 8.910, -5.351], [-9.660, 8.353, -5.422], [-10.277, 9.216, -3.972], [-12.923, 4.820, -4.285], [-14.563, 5.602, -3.966], [-14.001, 4.400, -2.860]],
  "atomic_forces_ev_per_a": [[-0.41, -0.01, 0.55], [0.04, 0.10, -0.93], [0.57, 0.44, 0.27], [0.38, -0.18, -0.14], [-0.17, -0.74, -0.11], [-0.23, 0.35, -0.59], [-0.09, -0.48, 0.27], [0.04, 0.02, 0.02], [0.10, 0.17, 0.20], [0.19, 0.05, 0.30], [0.09, -0.02, 0.26], [-0.08, -0.05, 0.15], [-0.06, 0.04, -0.13], [-0.16, 0.08, -0.04], [-0.13, 0.12, -0.13], [-0.75, 0.53, 0.80], [-0.13, -0.75, -0.32], [0.92, 0.62, -0.55], [0.14, 0.07, 0.52], [0.79, -0.71, -0.69], [-0.46, -0.64, 0.34], [-0.45, -0.39, -0.57], [-0.29, 0.20, 0.25], [-0.10, 0.23, 0.10], [-0.15, 0.02, 0.05], [0.18, 0.35, -0.13], [0.14, 0.04, -0.01], [0.10, 0.15, 0.09], [-0.05, 0.17, 0.11], [0.00, 0.03, 0.02], [0.04, 0.07, -0.29], [0.39, 1.07, 0.65], [-0.45, -0.81, 0.12], [0.24, -0.32, -0.16], [-0.23, -0.13, 0.11], [0.40, 0.40, -0.06], [-0.22, -0.66, -0.81], [-0.04, 0.05, -0.08], [-0.02, -0.07, -0.05], [-0.03, 0.06, -0.07], [-0.18, -0.10, 0.06], [0.06, -0.03, 0.05], [0.19, 0.30, 0.19], [-0.01, 0.13, 0.02], [-0.09, 0.17, 0.23], [0.55, -0.32, 0.56], [-0.10, 0.25, -0.87], [-0.31, 0.18, 0.32], [-0.06, -0.17, 0.37], [0.13, 0.19, -0.41], [-0.22, 0.27, -0.36], [-0.50, 0.45, 0.66], [-0.10, -0.04, 0.12], [-0.14, -0.06, 0.12], [-0.02, -0.08, 0.01], [0.15, 0.00, 0.23], [0.17, -0.08, 0.05], [-0.16, -0.36, -0.09], [0.21, 0.11, -0.42], [0.38, -0.30, -0.16]]
}

=====

Record 2
{
  "formula": "C12H32O4",
  "method": "ωB97M-V/def2-TZVPD",
  "relative_energy_kj_mol": 133.00,
  "homo_lumo_gap_ev": 10.859,
  "e_lumo_ev": 0.6,
  "e_tot_ha": -777.30408,
  "species": ["C", "C", "C", "O", "H", "H", "H", "H", "H", "H", "H", "H", "C", "C", "C", "O", "H", "H", "H", "H", "H", "H", "H", "H", "C", "C", "C", "O", "H", "H", "H", "H", "H", "H", "H", "H", "C", "C", "C", "O", "H", "H", "H", "H", "H", "H", "H", "H"],
  "positions_angstrom": [[-0.368, 0.809, 4.994], [-0.241, -0.654, 5.440], [0.633, -1.394, 4.467], [0.599, -0.570, 6.629], [0.576, 1.206, 4.628], [-0.899, 1.397, 5.740], [-0.972, 0.861, 4.070], [-1.210, -1.121, 5.605], [0.587, -2.471, 4.637], [1.635, -0.968, 4.429], [0.338, -1.298, 3.413], [0.132, -0.215, 7.390], [0.090, 0.624, -0.010], [1.597, 0.508, -0.053], [2.300, 1.859, 0.062], [2.077, -0.379, 0.967], [-0.414, -0.339, -0.019], [-0.374, 1.260, -0.770], [-0.180, 1.213, 0.881], [1.872, 0.069, -1.016], [1.974, 2.400, 0.951], [2.113, 2.485, -0.815], [3.369, 1.648, 0.033], [1.774, 0.085, 1.764], [1.796, 1.304, -3.868], [1.728, 0.865, -5.331], [3.101, 0.688, -6.005], [1.012, -0.370, -5.402], [2.245, 0.526, -3.247], [0.806, 1.601, -3.534], [2.506, 2.134, -3.787], [1.165, 1.628, -5.866], [3.232, 1.348, -6.866], [3.308, -0.330, -6.327], [3.963, 0.982, -5.393], [1.556, -1.048, -4.990], [-3.459, -1.354, -1.526], [-3.263, -1.577, -0.036], [-4.068, -0.659, 0.838], [-3.747, -2.874, 0.372], [-4.455, -1.442, -1.940], [-2.667, -1.889, -2.060], [-3.081, -0.331, -1.677], [-2.221, -1.504, 0.287], [-5.142, -0.818, 0.762], [-3.994, 0.407, 0.580], [-3.667, -0.703, 1.851], [-3.664, -3.597, -0.251]],
  "atomic_forces_ev_per_a": [[-1.39, -0.66, -1.45], [1.78, 2.01, 0.30], [-0.42, -0.67, -1.30], [-0.35, -0.89, 0.07], [0.30, 0.14, 0.81], [0.41, 0.30, 0.06], [-0.24, -0.10, 0.31], [0.03, -0.10, 0.19], [0.59, 0.09, 0.26], [0.18, -0.32, 0.67], [-0.61, 0.17, 0.21], [-0.28, 0.04, -0.17], [-0.57, 0.92, 0.55], [0.12, 0.11, -0.82], [0.03, -0.41, -0.67], [-0.62, 0.75, 0.00], [0.08, -0.04, 0.14], [0.49, -0.26, -0.50], [-0.06, -0.56, 0.31], [0.17, -0.19, 0.19], [0.26, -0.01, 0.11], [-0.26, 0.00, 0.06], [0.06, 0.26, 0.47], [0.32, -0.56, 0.19], [0.90, 0.33, -0.53], [0.64, -0.60, 0.50], [0.83, 0.80, -0.03], [-0.55, 0.28, -0.34], [-0.33, -0.20, 0.02], [0.03, -0.10, 0.29], [-0.34, 0.22, 0.05], [-0.25, -0.33, -0.18], [-0.33, -0.22, -0.18], [-0.32, -0.06, -0.04], [-0.32, -0.12, 0.41], [0.04, 0.02, 0.04], [2.20, 1.20, 0.34], [-1.33, -1.24, -0.04], [-0.01, 1.65, 0.20], [-0.14, -0.17, 0.62], [-0.11, -0.29, 0.18], [-0.61, -0.60, -0.25], [-0.55, 0.11, -0.19], [0.13, 0.06, -0.54], [0.07, -0.59, 0.30], [0.49, -0.18, -0.31], [-0.56, -0.31, 0.16], [0.41, 0.35, -0.45]]
}

=====

Record 3
{
  "formula": "C12H33BN3O9",
  "method": "ωB97M-V/def2-TZVPD",
  "homo_lumo_gap_ev": 7.694,
  "e_lumo_ev": -4.1,
  "charge": 1,
  "e_tot_ha": -1342.80600,
  "species": ["C", "C", "O", "B", "O", "C", "N", "C", "C", "N", "N", "C", "C", "O", "O", "H", "H", "H", "H", "H", "H", "H", "H", "H", "H", "H", "H", "H", "C", "O", "H", "H", "H", "H", "C", "O", "H", "H", "H", "H", "C", "O", "H", "H", "H", "H", "C", "O", "H", "H", "H", "H", "C", "O", "H", "H", "H", "H"],
  "positions_angstrom": [[1.558, 0.926, 2.682], [1.828, 2.439, 2.047], [0.638, 3.304, 2.062], [0.068, 3.503, 0.715], [-0.407, 4.853, 0.291], [-0.084, 2.192, -0.297], [0.597, 2.078, -1.644], [0.197, 0.708, -2.148], [-0.798, 0.052, -0.986], [-1.438, -1.322, -1.032], [-0.972, 1.024, 0.164], [-1.783, 0.935, 1.449], [-3.129, 1.922, 1.343], [-3.767, 1.899, 0.151], [-3.542, 2.789, 2.479], [0.988, 0.226, 1.924], [2.583, 0.462, 3.011], [0.854, 1.091, 3.619], [2.612, 2.944, 2.790], [2.373, 2.358, 1.014], [-0.131, 5.501, 1.013], [1.210, 2.827, -2.074], [0.551, 0.223, -3.156], [-0.692, -1.951, -1.428], [-1.590, -1.581, -0.020], [-1.190, 1.349, 2.399], [-2.181, -0.158, 1.625], [-3.120, 2.488, 3.336], [5.382, 3.953, 0.396], [4.906, 2.731, 0.930], [5.062, 4.773, 1.043], [6.474, 3.931, 0.352], [4.970, 4.099, -0.606], [5.206, 2.023, 0.335], [2.337, -2.584, -0.784], [0.948, -2.818, -0.649], [2.493, -1.775, -1.502], [2.755, -2.294, 0.184], [2.827, -3.490, -1.148], [0.841, -3.540, -0.006], [-3.987, 5.105, -0.876], [-3.118, 5.093, -1.994], [-4.969, 5.463, -1.194], [-4.083, 4.092, -0.477], [-3.587, 5.774, -0.111], [-2.256, 4.770, -1.682], [-2.506, -5.292, -0.224], [-1.809, -4.138, 0.210], [-1.798, -5.979, -0.693], [-2.972, -5.781, 0.635], [-3.269, -5.005, -0.952], [-2.462, -3.547, 0.622], [0.553, -7.971, -2.065], [-0.845, -8.193, -2.057], [0.819, -7.349, -1.207], [1.075, -8.928, -1.995], [0.835, -7.456, -2.987], [-1.051, -8.747, -2.829]],
  "atomic_forces_ev_per_a": [[-0.65, 1.00, -0.13], [2.09, -1.29, 1.56], [-0.56, -0.31, -3.91], [-0.05, 2.22, 1.29], [1.93, -3.20, 2.38], [-0.10, -0.19, -1.03], [-4.60, -4.34, 4.35], [-2.04, 0.19, 3.84], [1.48, 0.93, -1.55], [2.31, 3.53, 1.12], [4.13, 0.92, -5.70], [-0.96, 1.18, 1.33], [-3.19, 0.30, -5.24], [4.10, 0.55, 8.50], [1.71, -3.20, -2.54], [1.31, 1.31, 1.46], [-2.11, 0.88, -0.69], [1.60, -0.48, -1.76], [-1.80, -0.96, -1.78], [-1.25, 0.29, 1.83], [-0.57, -1.11, -1.28], [-1.16, -1.33, 0.80], [-0.88, 1.21, 2.40], [-0.97, 0.48, 0.78], [0.32, 0.04, -1.65], [-0.79, -1.24, -2.40], [1.02, 2.25, -0.50], [-0.42, 0.32, -1.46], [0.19, 0.05, -0.16], [-0.20, -0.73, -0.15], [0.03, -0.21, -0.05], [-0.04, 0.26, -0.08], [0.12, 0.26, -0.05], [-0.10, 0.34, 0.45], [0.22, -0.14, 0.07], [-0.20, -0.27, 0.31], [-0.09, -0.12, 0.09], [0.22, 0.04, -0.10], [0.21, 0.16, -0.01], [-0.30, 0.30, -0.41], [0.08, -0.15, 0.19], [0.63, -0.17, -0.25], [0.22, -0.04, -0.04], [-0.23, 0.19, 0.12], [-0.20, 0.03, 0.16], [-0.49, 0.28, -0.19], [-0.32, -0.33, -0.09], [0.18, 0.98, 0.43], [-0.09, 0.16, 0.08], [-0.05, -0.16, -0.16], [-0.02, -0.23, -0.02], [0.32, -0.49, -0.20], [0.00, -0.16, -0.20], [-0.39, -0.17, -0.27], [-0.13, -0.10, -0.09], [0.24, 0.14, 0.03], [0.27, 0.03, 0.07], [0.00, 0.31, 0.49]]
}

=====

Record 4
{
  "formula": "C12H33ClI2IrO3P3",
  "method": "ωB97M-V/def2-TZVPD",
  "spin_multiplicity": 6,
  "relative_energy_kj_mol": 605.95,
  "homo_lumo_gap_ev": [6.715, 5.264],
  "e_lumo_ev": [-10.5, -13.5],
  "charge": 3,
  "e_tot_ha": -2885.41324,
  "species": ["I", "I", "Ir", "P", "C", "C", "H", "H", "H", "H", "H", "H", "C", "H", "H", "H", "P", "C", "C", "H", "H", "H", "C", "H", "H", "H", "H", "H", "H", "Cl", "C", "C", "O", "P", "O", "C", "C", "O", "C", "C", "H", "H", "H", "H", "H", "H", "H", "H", "H", "H", "H", "H", "H", "H", "H"],
  "positions_angstrom": [[0.028, 1.463, -4.990], [-0.339, -2.807, -4.863], [-0.145, -0.524, -0.391], [-2.310, -0.036, -1.567], [-3.625, 0.211, -0.288], [-3.097, 1.066, -2.865], [-4.190, 0.834, -2.924], [-4.022, -1.413, -2.589], [-2.684, 0.931, -3.868], [-2.475, -1.530, -3.480], [-3.268, 0.952, 0.468], [-3.007, 2.128, -2.652], [-2.926, -1.498, -2.489], [-4.533, 0.628, -0.744], [-2.639, -2.415, -1.985], [-3.841, -0.695, 0.241], [1.885, -0.121, -1.450], [3.099, -0.113, -0.072], [2.788, -1.258, -2.598], [2.411, 1.299, -3.476], [3.773, 1.188, -2.352], [2.424, 2.295, -2.037], [2.678, 1.304, -2.419], [2.353, -1.248, -3.604], [3.850, -0.957, -2.675], [4.110, -0.092, -0.467], [2.935, -1.018, 0.514], [2.751, -2.280, -2.216], [2.922, 0.758, 0.570], [-0.099, -0.580, -4.150], [-1.127, 2.863, 1.420], [0.378, 2.723, 1.358], [0.822, 1.345, 1.334], [-0.588, 0.130, 1.885], [0.119, -0.304, 3.250], [1.547, -0.223, 3.573], [1.867, 1.107, 4.299], [-1.572, -1.279, 1.601], [-1.226, -2.574, 2.524], [0.029, -3.093, 1.935], [-1.500, 2.658, 0.444], [-1.299, 3.898, 1.687], [-1.519, 2.194, 2.188], [0.836, 3.132, 0.457], [0.878, 3.246, 2.147], [1.807, -1.039, 4.162], [2.151, -0.285, 2.662], [2.027, 1.778, 3.497], [0.937, 1.375, 4.845], [2.675, 1.061, 4.917], [-1.123, -2.166, 3.535], [-2.093, -3.220, 2.382], [0.939, -2.425, 2.088], [0.267, -4.080, 2.381], [-0.038, -3.297, 0.849]],
  "atomic_forces_ev_per_a": [[0.07, 2.96, -1.44], [-0.32, -3.70, -1.30], [-0.99, 0.13, 0.26], [-2.07, 0.31, -0.55], [0.67, 1.10, 0.35], [0.24, 0.79, -0.11], [0.98, -0.04, 0.28], [0.51, -0.20, 0.09], [0.03, -0.20, 0.21], [-0.25, 0.19, 0.00], [-0.27, -0.48, -0.56], [0.02, 0.11, 0.18], [0.17, -0.59, 0.55], [0.28, -0.28, 0.07], [-0.28, -0.34, 0.12], [-0.13, -0.57, 0.24], [3.55, 1.14, -0.83], [-0.65, -0.03, 0.32], [-0.53, -1.27, 0.17], [0.01, -0.20, 0.19], [-0.59, -0.16, 0.20], [-0.02, -0.06, 0.07], [-0.91, 0.82, 0.46], [0.22, 0.04, 0.26], [-0.68, -0.01, 0.22], [0.07, -0.06, -0.02], [0.24, -0.03, 0.12], [0.09, -0.08, -0.14], [0.11, -0.24, -0.20], [0.19, 0.78, 1.83], [1.43, 0.85, 0.19], [0.58, -0.37, -0.95], [-2.16, -1.25, 0.51], [1.72, -1.99, 0.43], [-0.74, 0.15, -1.72], [1.12, 2.24, -0.26], [-3.80, -1.12, -1.81], [1.61, 1.36, 1.03], [-0.09, 1.46, -1.02], [1.82, -0.63, -0.20], [-0.82, -0.29, -0.65], [-0.61, 0.16, 0.07], [-0.36, 0.27, 0.18], [-0.49, 0.32, -0.26], [0.19, -0.09, 0.99], [-0.25, -1.67, 1.10], [-0.43, -0.06, -0.04], [0.27, 1.23, -0.36], [0.81, 0.09, -0.05], [2.19, -0.28, 1.72], [-0.26, -0.32, -0.35], [0.04, 0.30, 0.02], [-1.21, -0.79, 0.01], [-0.03, 0.49, -0.05], [-0.29, 0.13, 0.41]]
}